91
Properties=species:S:1:pos:R:3:forces:R:3 method="wB97M-V/def2-TZVPD" e_lumo_ev=-6.24 orbital_gap_ev=6.32 charge=+3 e_homo_ev=-12.561 e_tot_ev=-83318.6705 de_lowest_kj_mol=262.0
K -2.092 -7.995 -4.399 -0.17 0.19 0.20
C 5.105 -5.243 -6.103 -0.36 0.03 0.05
C 4.367 -5.990 -7.254 0.23 1.52 1.48
C 4.945 -5.730 -8.599 -0.65 -1.43 -0.80
N 3.960 -6.129 -9.723 0.99 1.04 -1.24
C 3.270 -7.485 -9.624 0.83 0.15 0.33
C 2.860 -5.052 -9.987 0.14 -1.01 1.30
C 2.846 -4.788 -11.468 0.62 0.43 -0.06
C 4.345 -4.754 -11.785 0.38 -1.03 0.44
C 4.868 -5.959 -10.995 -1.19 -1.34 -0.74
H 4.879 -4.179 -6.035 0.13 0.08 -0.51
H 6.185 -5.385 -6.137 -0.02 0.01 -0.08
H 4.755 -5.613 -5.139 0.06 -0.31 -0.07
H 3.351 -5.599 -7.302 -0.34 -0.44 0.48
H 4.438 -7.037 -6.960 -0.46 -0.11 -0.52
H 5.797 -6.397 -8.728 0.23 0.38 -0.22
H 5.158 -4.709 -8.916 0.34 0.04 0.75
H 2.765 -7.528 -8.659 -0.15 0.11 -0.24
H 3.962 -8.327 -9.657 0.48 0.36 0.09
H 2.591 -7.668 -10.456 -0.09 0.59 0.06
H 1.983 -5.485 -9.505 -0.29 0.34 -0.40
H 3.118 -4.143 -9.442 0.20 -0.09 0.03
H 2.381 -5.585 -12.047 -0.24 0.16 0.05
H 2.383 -3.816 -11.638 -0.24 -0.25 -0.25
H 4.594 -4.955 -12.827 -0.16 0.37 -0.05
H 4.875 -3.865 -11.444 -0.31 0.23 -0.13
H 4.633 -6.893 -11.506 0.24 0.14 -0.52
H 5.946 -5.956 -10.839 -0.28 0.08 0.68
C 3.203 3.534 5.570 -0.10 -0.58 -0.01
C 4.332 2.828 4.784 -1.20 -1.06 1.07
C 3.857 1.353 4.453 2.02 0.98 -0.98
N 5.026 0.573 3.741 -0.78 -0.59 -0.84
C 5.611 1.331 2.494 -0.91 0.39 1.80
C 4.449 -0.775 3.305 0.54 -0.05 -0.42
C 4.647 -1.724 4.484 -0.50 -0.42 0.60
C 5.649 -1.076 5.470 -0.77 -0.63 -0.51
C 6.121 0.097 4.729 0.82 2.18 -0.78
H 3.256 4.622 5.566 0.13 -0.14 -0.19
H 3.179 3.211 6.611 0.14 -0.02 0.02
H 2.252 3.210 5.147 -0.20 0.35 -0.07
H 5.204 2.762 5.435 0.23 0.21 -0.30
H 4.536 3.415 3.888 0.13 -0.39 -0.06
H 3.015 1.374 3.761 0.17 -0.04 -0.16
H 3.586 0.680 5.267 0.06 0.55 0.40
H 4.789 1.757 1.918 -0.19 -0.48 -0.02
H 6.239 0.688 1.877 -0.05 -0.02 0.42
H 6.115 2.205 2.905 0.47 -0.33 -0.16
H 5.029 -1.025 2.416 0.15 -0.43 0.23
H 3.417 -0.763 2.956 -0.01 0.65 0.24
H 4.973 -2.703 4.133 0.03 0.10 0.05
H 3.715 -1.879 5.028 -0.13 -0.11 -0.27
H 6.477 -1.757 5.668 -0.14 0.20 0.40
H 5.196 -0.667 6.373 -0.16 -0.88 0.21
H 7.011 -0.130 4.143 -0.09 0.30 -0.18
H 6.314 0.902 5.439 0.32 0.27 -0.50
C -5.432 3.415 6.024 -0.64 0.51 0.33
C -6.169 4.775 6.347 -0.41 -0.83 -0.99
C -7.270 5.071 5.256 -0.15 1.15 2.00
N -8.240 6.242 5.716 -0.85 0.58 -1.10
C -7.495 7.634 5.816 -0.14 -1.47 0.80
C -9.424 6.398 4.664 0.28 -0.89 0.64
C -10.664 6.746 5.489 -0.40 1.78 -0.75
C -10.314 6.846 6.957 0.86 -0.91 -0.02
C -9.088 5.945 7.011 1.08 0.80 0.76
H -5.190 3.294 4.968 -0.02 0.31 -0.06
H -6.040 2.551 6.290 -0.10 0.09 0.07
H -4.496 3.334 6.577 -0.11 0.14 0.05
H -5.400 5.535 6.484 -0.24 0.29 -0.48
H -6.716 4.747 7.289 0.23 -0.41 0.16
H -7.978 4.243 5.216 0.37 -0.19 -0.34
H -6.869 5.356 4.284 -0.15 -0.09 0.05
H -6.456 7.463 6.098 -0.07 -0.30 -0.22
H -7.907 8.176 6.667 -0.34 0.14 -0.42
H -7.524 8.182 4.874 -0.31 -0.24 0.17
H -9.223 7.110 3.863 0.49 0.17 0.47
H -9.586 5.451 4.149 0.42 -0.23 0.29
H -10.908 7.767 5.195 -0.74 -0.21 -0.28
H -11.501 6.074 5.298 0.16 0.11 -0.07
H -10.080 7.851 7.307 -0.13 0.00 -0.21
H -11.102 6.434 7.588 0.12 0.09 0.04
H -8.470 6.181 7.878 0.22 -0.15 -0.12
H -9.428 4.916 7.122 0.52 -0.22 -0.78
N -1.649 -2.925 -2.739 3.56 4.56 -3.34
S -1.227 -1.308 -3.081 1.84 2.46 -3.18
O -0.519 -0.503 -2.102 -0.51 -1.68 -0.62
O -2.257 -0.608 -3.796 0.41 -0.82 0.19
F -0.099 -1.560 -4.212 -0.34 -0.54 0.49
S -2.433 -2.455 -1.534 -5.09 -4.30 6.78
O -3.759 -1.904 -1.698 1.48 0.52 -0.22
O -1.745 -2.218 -0.282 -0.27 0.51 -1.31
F -2.808 -4.035 -1.367 -0.93 -1.00 1.14